# 1
Molecular formula: C16H24Cl3N4O8SiZr
Method: DFT, wB97M-V/def2-TZVPD

Structure (XYZ):
```
57
Properties=species:S:1:pos:R:3:forces:R:3:mulliken_charge:R:1
Zr -0.8171 -0.9786 0.6454 0.2 0.9 -1.2 1.36
O -1.2961 1.2654 4.2475 0.0 0.1 0.0 -0.72
C -1.1859 1.0578 3.0610 0.1 -0.1 0.0 0.45
O -0.8509 -0.0797 2.5181 -0.3 -0.4 0.0 -0.38
C -1.3967 2.1596 2.0308 0.0 0.0 0.0 -0.61
N -0.5552 1.9749 0.8496 -0.1 -0.1 0.1 1.11
C -1.0961 2.7236 -0.2823 0.0 0.0 0.0 -1.54
C -0.6312 2.1828 -1.6205 0.0 0.0 0.0 -1.23
N -0.9628 0.7793 -1.8359 0.0 -0.1 0.0 1.28
C -0.1743 0.2492 -2.9445 0.0 0.0 0.0 -1.53
C 1.2363 -0.1095 -2.5156 0.0 0.0 0.0 -1.24
N 1.2853 -1.1006 -1.4449 0.0 -0.1 0.1 1.09
C 2.5892 -1.0832 -0.7909 0.0 0.0 0.0 -1.57
C 2.6800 0.0400 0.2248 0.0 0.0 0.0 -1.29
N 1.6563 0.0002 1.2806 -0.1 -0.1 0.1 1.03
C 1.6008 1.3179 1.9327 0.0 0.0 0.0 -1.62
C 0.8290 2.3477 1.1208 0.0 0.0 0.0 -1.18
C 1.9984 -1.0349 2.2748 0.0 0.0 0.0 -0.41
C 1.7185 -2.4280 1.7166 0.0 0.0 -0.1 0.34
O 2.4668 -3.3601 1.9110 0.0 0.0 0.1 -0.72
O 0.6368 -2.4631 0.9916 -0.3 -0.1 0.2 -0.73
C 0.9397 -2.4293 -1.9506 0.0 0.0 0.0 -0.61
C -0.5707 -2.5862 -2.0992 -0.1 0.0 0.0 0.35
O -1.0479 -3.1642 -3.0561 0.0 0.0 0.0 -0.75
O -1.2505 -2.0302 -1.1457 -0.1 0.0 0.3 -0.58
C -2.3952 0.5946 -2.0652 0.0 0.0 0.0 -0.65
C -3.2117 0.6052 -0.7733 0.0 0.0 0.0 0.35
O -4.3263 1.0874 -0.7508 0.0 0.0 0.0 -0.75
O -2.5984 0.0842 0.2428 0.1 -0.3 0.2 -0.59
H -1.2295 3.1319 2.5109 0.0 0.0 0.0 0.30
H -2.4424 2.0917 1.7275 0.0 0.0 0.0 0.44
H -0.8183 3.7883 -0.2232 0.0 0.0 0.0 0.43
H -2.1828 2.6908 -0.2277 0.0 0.0 0.0 0.48
H 0.4514 2.2952 -1.7024 0.0 0.0 0.0 0.53
H -1.0691 2.8085 -2.4161 0.0 0.0 0.0 0.41
H -0.1085 0.9774 -3.7691 0.0 0.0 0.0 0.42
H -0.6771 -0.6241 -3.3537 0.0 0.0 0.0 0.46
H 1.7546 0.7893 -2.1765 0.0 0.0 0.0 0.58
H 1.7892 -0.4728 -3.3967 0.0 0.0 0.0 0.42
H 3.4020 -0.9433 -1.5213 0.0 0.0 0.0 0.47
H 2.7680 -2.0475 -0.3228 0.0 0.0 0.0 0.41
H 2.5880 0.9945 -0.2946 0.0 0.0 0.0 0.63
H 3.6801 0.0278 0.6824 0.0 0.0 0.0 0.42
H 2.6187 1.7030 2.0940 0.0 0.0 0.0 0.49
H 1.1606 1.1982 2.9189 0.0 0.0 0.0 0.48
H 1.3310 2.5086 0.1656 0.0 0.0 0.0 0.61
H 0.8746 3.3085 1.6593 0.0 0.0 0.0 0.39
H 1.3465 -0.9055 3.1407 0.0 0.0 0.0 0.44
H 3.0446 -0.9623 2.5910 0.0 0.0 0.0 0.35
H 1.2584 -3.1735 -1.2207 0.0 0.0 0.0 0.50
H 1.4173 -2.6415 -2.9146 0.0 0.0 0.0 0.30
H -2.5487 -0.3915 -2.5058 0.0 0.0 0.0 0.51
H -2.8053 1.3525 -2.7446 0.0 0.0 0.0 0.31
Cl -2.7494 -4.8405 1.2539 -0.2 0.1 -0.1 -0.35
Si -2.5034 -2.8705 1.8940 0.9 0.4 0.5 0.58
Cl -1.3099 -3.1574 3.6450 -0.2 -0.1 0.0 -0.36
Cl -4.3106 -2.2578 2.7339 -0.1 -0.1 -0.2 -0.33
```
Positions in Å, forces in eV/Å.

Calculated values
DFT total energy = -3162.6809 Eh
HOMO energy = -5.6 eV
Maximum force = 1.5 eV/A
Spin multiplicity = 1
M = 626.057 g/mol
Charge = -1


# 2
Molecular formula: C16H24F6NO11Zn
Method: DFT, wB97M-V/def2-TZVPD

Structure (XYZ):
```
59
Properties=species:S:1:pos:R:3:forces:R:3:mulliken_charge:R:1
Zn 7.7539 -14.3874 22.5693 -0.6 -0.4 0.3 2.09
C 8.3426 -15.4839 20.1678 -0.3 -2.0 3.0 0.48
O 8.7075 -14.2199 20.7033 0.7 2.0 -1.8 -0.32
O 7.5024 -15.9258 21.1430 -0.3 0.3 -1.2 -0.85
C 7.8411 -15.5264 18.6918 0.8 -0.1 1.9 0.61
F 7.0059 -14.5484 18.3976 -0.3 0.5 -0.6 -0.26
F 8.9169 -15.4923 17.8728 0.2 0.7 -0.6 -0.31
F 7.2701 -16.6930 18.4411 -0.7 -0.5 -0.1 -0.27
C 9.9513 -13.6200 20.3811 0.5 1.5 0.9 -0.29
C 9.8937 -12.1047 20.5900 0.5 0.5 0.7 -0.72
H 10.0205 -11.7865 21.6290 -0.6 -0.5 0.2 -0.22
H 10.8113 -11.6589 20.1879 -0.3 0.0 -0.7 0.47
H 8.9801 -11.6465 20.2138 0.1 0.0 -0.3 0.27
H 10.3162 -13.7144 19.3592 -0.4 -0.9 -0.1 0.39
H 10.6798 -13.9439 21.1314 0.2 -0.6 -0.5 0.17
H 9.2477 -16.1120 20.2112 0.4 0.0 -0.7 0.22
C 8.6425 -11.5434 24.1608 -1.3 -2.0 -1.4 -0.44
O 9.9291 -11.7722 24.6657 0.8 1.2 0.5 -0.23
O 8.2951 -12.6606 23.4871 -0.8 0.9 0.7 -0.34
C 7.7412 -11.1310 25.3997 0.7 -0.3 -0.3 0.62
F 7.8424 -11.9636 26.4510 -0.1 0.1 -0.4 -0.26
F 8.1933 -9.9150 25.8319 -0.4 0.0 0.1 -0.32
F 6.4337 -10.9755 25.1290 0.4 0.0 0.0 -0.26
C 10.7829 -10.6605 24.8495 1.6 -0.6 0.3 -0.20
C 12.0556 -11.2276 25.4943 0.3 0.8 0.3 -1.27
H 11.9457 -11.3762 26.5705 -0.2 -0.1 0.0 0.32
H 12.4318 -12.1587 25.0730 -0.3 0.0 -0.3 0.22
H 12.8393 -10.4725 25.3726 0.1 -0.1 0.1 0.44
H 10.4382 -9.8370 25.4786 -0.5 -0.4 0.2 0.26
H 11.1143 -10.1563 23.9334 -0.5 -0.4 -0.5 0.26
H 8.6211 -10.6774 23.4789 0.2 0.5 0.2 0.25
N 6.4129 -16.1779 24.7960 -0.8 -1.6 0.9 0.75
O 7.3498 -16.4787 25.5643 -0.1 0.4 -0.5 -0.64
O 6.5127 -15.2025 24.0043 -0.5 0.2 0.1 -0.51
O 5.3500 -16.8471 24.8459 1.1 1.2 -0.4 -0.68
O 9.4190 -15.2827 23.5010 0.6 0.1 -0.4 -0.57
C 10.1646 -15.2573 24.4474 -1.6 0.1 0.4 0.10
O 11.3557 -15.8130 24.3520 1.0 -0.5 -0.4 -0.45
C 12.0810 -15.8263 25.5975 -0.6 0.7 -0.6 -0.43
C 11.0245 -15.3976 26.6366 0.3 -0.3 0.7 -0.77
C 9.8601 -14.7728 25.8517 1.3 -0.7 -0.5 0.72
H 12.9213 -15.1494 25.4298 0.0 0.0 0.4 0.27
H 12.4383 -16.8471 25.7146 0.1 0.1 0.2 0.29
H 11.3814 -14.6839 27.3796 0.3 -0.1 -0.1 0.39
H 10.7873 -16.3147 27.1780 -0.5 0.2 0.0 0.23
H 9.9878 -13.6948 25.8691 -0.5 0.1 -0.1 -0.38
H 8.8672 -15.1309 26.1091 -0.1 0.3 0.0 0.31
O 5.6872 -13.5985 21.6590 -0.1 -0.3 -0.1 -0.52
C 4.7285 -12.9837 22.0346 1.0 0.6 0.8 0.16
O 3.5678 -12.9941 21.4048 -1.5 -0.7 -1.7 -0.45
C 2.6927 -11.9066 21.7396 1.1 0.0 1.0 -0.35
C 3.2950 -11.4140 23.0586 -1.0 1.6 0.8 -0.71
C 4.6837 -12.0009 23.1725 -0.3 -0.5 -0.1 0.38
H 1.6685 -12.2352 21.8891 0.1 -0.4 -0.3 0.30
H 2.7384 -11.1521 20.9558 0.0 -0.1 -0.2 0.24
H 2.6529 -11.6952 23.8966 0.2 -0.5 -0.1 0.28
H 3.2314 -10.3238 23.1415 0.4 0.0 -0.3 0.32
H 4.7699 -12.5296 24.1179 0.5 -0.1 -0.1 0.16
H 5.5470 -11.3610 23.0176 -0.2 0.3 0.3 0.06
```
Positions in Å, forces in eV/Å.

Calculated values
DFT total energy = -3885.0021 Eh
HOMO energy = -5.3 eV
Maximum force = 3.6 eV/A
Spin multiplicity = 1
Energy above the lowest of the compared OMol25 structures with the same formula, charge and spin = 27.5 kcal per mole
M = 585.742 g/mol
Charge = -1


# 3
Molecular formula: C16H24FN7O5
Method: DFT, wB97M-V/def2-TZVPD

Structure (XYZ):
```
53
Properties=species:S:1:pos:R:3:forces:R:3:mulliken_charge:R:1
O -4.5060 -4.6312 -5.1716 0.0 -0.2 0.0 -0.67
O 0.0712 -3.9682 -5.7441 -0.2 0.7 0.2 -0.67
F -0.6417 2.3089 8.4729 0.1 0.7 0.7 -0.30
N -0.2263 1.4535 1.0793 0.2 -0.1 0.5 -0.76
N 2.8126 -0.3725 -0.1167 1.3 -0.5 1.1 -0.67
N 2.9534 0.2871 2.1522 1.2 -0.4 0.7 -0.65
O 0.4886 1.1544 5.2445 -0.3 0.1 0.1 -0.52
O 2.6972 3.7716 4.9426 -0.4 -0.2 -0.1 -0.60
O 1.1751 4.2274 6.9570 -0.5 -0.2 -0.3 -0.63
C -3.8795 -3.5841 -5.1444 -1.6 -0.2 -0.2 0.72
C -0.2725 -2.7974 -5.5967 -0.3 -1.7 0.0 0.45
C -0.2002 1.8437 2.3365 0.6 -0.6 -1.2 -0.10
C 3.4496 -0.2971 1.0566 -1.1 0.7 0.7 -0.41
C 1.6080 0.1459 -0.1491 -0.3 0.2 -1.7 0.04
C 1.7404 0.8168 2.0488 0.5 -0.5 -0.3 0.63
C 0.9977 0.7916 0.9029 -1.0 0.5 0.8 0.81
N 1.0167 0.0807 -1.3585 -0.9 0.4 -0.7 -0.36
N 0.5047 -1.7703 -5.9663 0.1 0.9 -0.2 -0.15
N 0.9800 1.4821 2.9688 0.2 0.5 1.6 0.03
N -2.5528 -3.5909 -5.0256 1.9 0.5 -0.3 -0.10
C -4.6257 -2.2689 -5.2609 0.3 -0.2 0.1 -1.03
C 1.8256 -1.9203 -6.5761 -0.2 -0.3 0.2 -0.89
C -0.6885 1.5809 7.3244 0.1 -1.2 -1.4 -0.53
C 1.3954 1.7864 4.3379 -0.3 -0.1 -0.2 -0.05
C 0.5241 1.9065 6.4549 -0.1 0.0 -0.1 0.14
C 1.3768 3.2837 4.6872 0.9 1.1 0.7 -0.25
C 0.5617 3.3593 5.9826 -0.2 0.0 1.1 0.11
C -1.4732 -2.0165 -3.4966 0.3 0.1 -0.3 -1.22
C -1.6353 -2.4494 -4.9628 -0.5 -0.1 0.4 0.10
H 2.6460 4.3229 5.7517 0.0 -0.4 -0.5 0.38
H 0.6979 4.1746 7.8089 0.2 -0.1 -0.7 0.37
H -1.0065 2.3886 2.8178 0.3 -0.2 0.0 0.45
H 4.4440 -0.7295 1.1218 -0.1 0.1 0.0 0.41
H 0.3008 0.7902 -1.4649 0.1 -0.3 -0.5 0.26
H 1.7024 -0.0456 -2.0897 -0.4 0.0 -0.2 0.26
H 0.1559 -0.8374 -5.8179 0.0 -0.1 0.0 0.24
H -2.1231 -4.5056 -5.0072 0.1 0.0 0.0 0.24
H -4.3158 -1.7575 -6.1694 0.0 0.2 0.0 0.28
H -4.4263 -1.6527 -4.3875 0.0 0.3 0.0 0.27
H -5.6932 -2.4800 -5.3151 0.2 -0.1 0.0 0.30
H 2.1082 -1.0048 -7.0974 -0.2 0.0 0.1 0.35
H 2.5661 -2.1423 -5.8056 0.1 0.0 -0.1 0.29
H 1.8146 -2.7465 -7.2912 -0.1 0.1 0.1 0.28
H -1.6119 1.8028 6.7806 0.0 0.1 0.1 0.32
H -0.6880 0.5140 7.5682 0.0 0.1 0.1 0.31
H 2.4078 1.3970 4.4996 -0.1 0.1 -0.3 0.42
H 1.4402 1.6660 7.0071 0.0 0.2 0.1 0.29
H 0.9050 3.8808 3.9004 0.1 -0.1 -0.1 0.27
H -0.4541 3.7024 5.7541 0.0 0.0 0.1 0.33
H -0.8236 -1.1434 -3.4345 0.0 0.0 0.2 0.26
H -1.0298 -2.8283 -2.9173 0.0 0.1 0.0 0.32
H -2.4414 -1.7630 -3.0652 0.0 0.0 0.0 0.36
H -2.0526 -1.6162 -5.5270 -0.2 0.0 -0.1 0.24
```
Positions in Å, forces in eV/Å.

Calculated values
DFT total energy = -1483.4998 Eh
HOMO energy = -8.9 eV
Maximum force = 2.0 eV/A
Spin multiplicity = 1
M = 413.410 g/mol
Charge = 0


# 4
Molecular formula: C16H24MnNOPS
Method: DFT, wB97M-V/def2-TZVPD

Structure (XYZ):
```
45
Properties=species:S:1:pos:R:3:forces:R:3:mulliken_charge:R:1
Mn 0.7483 -1.8406 -0.3355 -2.3 0.5 1.1 -0.48
H -0.4359 1.2136 -3.4299 0.0 -0.1 0.0 0.05
H -0.5044 0.6292 -3.8870 0.0 0.1 0.1 -0.05
P -0.0326 -3.0845 -2.3520 0.6 -0.5 0.7 0.76
C 1.4958 -3.8726 -2.9952 0.6 -0.2 -0.2 -1.35
H 1.2923 -4.7606 -3.6089 -0.2 0.3 0.0 0.43
H 2.1127 -3.1787 -3.5761 -0.3 0.0 0.0 0.36
H 2.1233 -4.1908 -2.1603 -0.2 0.0 0.0 0.36
C -1.0725 -4.4675 -1.7788 -0.1 0.1 0.1 -1.23
H -2.0755 -4.0868 -1.5904 -0.1 -0.1 -0.1 0.36
H -1.1099 -5.3130 -2.4676 0.0 0.2 -0.2 0.41
H -0.6680 -4.8037 -0.8288 0.0 -0.1 0.0 0.37
C -0.8346 -2.6554 -3.9452 -0.6 0.5 -0.6 -1.19
H -0.3619 -1.8064 -4.4605 0.1 -0.3 0.3 0.32
H -0.8512 -3.4962 -4.6640 0.2 0.2 0.5 0.37
H -1.8833 -2.3538 -3.8070 0.2 -0.1 0.2 0.39
C 2.1287 -1.2382 -1.3393 6.6 4.1 -3.4 0.34
O 3.0814 -0.6569 -1.7668 -3.9 -2.7 1.6 -0.38
H -0.6238 -1.9588 -1.3368 -0.6 -0.5 -0.8 0.23
H 0.8597 -3.3563 -0.7019 0.0 -1.8 0.3 0.21
N 0.0756 -0.3237 0.6647 -0.3 0.5 1.4 -0.02
S 0.0510 1.2982 0.3259 -0.6 2.2 0.6 -0.20
C -1.4168 1.8913 1.1912 0.8 -0.7 -1.0 1.01
C -2.2181 2.9171 0.6650 -1.5 0.5 0.3 -0.49
C -3.4139 3.2770 1.3397 1.3 -0.6 -0.4 -0.38
C -3.7729 2.6324 2.5324 -0.4 0.4 0.0 -0.53
C -2.9325 1.6735 3.0682 1.0 -0.4 0.1 -0.66
C -1.7481 1.3151 2.4223 -0.7 0.2 0.6 -0.55
C 1.3218 2.0128 1.3886 0.4 -0.3 -0.3 0.85
C 1.6749 1.3419 2.5640 0.0 -0.1 0.2 -0.48
C 2.6303 1.8535 3.4268 0.1 0.1 0.2 -0.69
C 3.2885 3.0491 3.1533 -0.5 -0.1 -0.3 -0.50
C 2.9409 3.7416 1.9828 -0.5 -0.6 -0.1 -0.44
C 1.9549 3.2401 1.1040 0.8 0.3 0.3 -0.38
H -0.2073 -0.3314 1.6549 0.1 -0.9 -0.6 -0.03
H -1.9582 3.4085 -0.2721 0.0 -0.1 0.2 0.34
H -4.0618 4.0505 0.9460 0.1 0.0 -0.1 0.37
H -4.6855 2.9074 3.0619 0.2 -0.1 -0.2 0.35
H -3.1685 1.1708 4.0044 -0.1 0.2 -0.1 0.35
H -1.1047 0.5714 2.8627 -0.1 -0.1 0.2 0.17
H 1.2359 0.3791 2.7906 0.1 0.0 0.0 0.22
H 2.8778 1.2932 4.3265 0.0 0.1 -0.1 0.34
H 4.0298 3.4336 3.8453 0.0 0.0 -0.2 0.38
H 3.4711 4.6693 1.7877 -0.3 -0.1 -0.3 0.36
H 1.7473 3.8056 0.1948 -0.2 -0.2 0.2 0.35
```
Positions in Å, forces in eV/Å.

Calculated values
DFT total energy = -2644.2927 Eh
HOMO energy (alpha / beta) = -3.4 / -7.8 eV
Maximum force = 8.5 eV/A
Spin multiplicity = 6
M = 364.353 g/mol
Charge = 0